(1)
Below is one molecule with the formula C24H33N3O4 in a non-equilibrium geometry, with properties calculated with the ωB97M-V functional and the def2-TZVPD basis.

- energy relative to the best compared isomer or geometry (same formula, charge and spin) (eV) = 0.717
- SMILES = CCOC(=O)[C@]1(Cc2cccc(OC)c2)CCCN(C(=O)c2cc(CC(C)C)[nH]n2)C1

Structure (ORCA input):
```
! wB97M-V def2-TZVPD RIJCOSX def2/J DEFGRID3
* xyz 0 1
H 0.24008 4.43846 0.80202
H -1.94824 -1.29433 -2.56304
C 4.52147 -0.11589 -0.41561
C -1.71025 1.42496 -1.01084
C -1.35171 -0.38108 -2.49804
C 2.49803 0.30168 0.39918
N 0.30479 1.08760 1.18036
H 1.78813 2.53188 1.31715
H 8.40690 -1.48570 -1.02314
C -1.11048 0.85981 1.37316
O -1.69845 2.23886 -1.90062
H 7.38277 -1.70049 1.88033
H -3.51449 -4.38290 2.59748
H -5.53522 -0.98666 -2.51113
H -4.69961 1.15182 -1.61615
H -4.02307 -2.75179 3.09478
H 6.45877 0.17549 -1.22663
H 7.38789 -2.75978 -1.69681
H -1.85382 3.51947 1.71574
C -4.00662 0.29414 0.21810
C 1.07494 0.06945 0.73471
H -1.71286 0.35440 -3.22456
O 0.61998 -1.05889 0.58833
H -1.30591 -0.18936 1.14954
C -0.04056 3.41468 0.55074
C -3.88816 -0.87266 0.96317
C -5.06986 -0.95542 -1.53694
H 7.57859 -0.16569 1.03595
H -3.61414 1.65762 1.82346
H 2.91957 -1.61454 -0.63190
H -3.44440 -0.82144 1.94473
C -3.52767 -3.33277 2.30938
H 5.19464 1.77135 0.28479
H 0.47093 2.66319 2.50699
H 8.16858 -2.98929 -0.13277
H 0.27518 -1.19525 -3.64521
C -4.33567 -2.08445 0.45212
C 3.26616 -0.66326 -0.28847
H 5.75795 -2.45338 0.15332
C 6.88687 -0.98388 1.23015
H 0.70020 0.24519 -2.70600
N 4.45277 1.09576 0.18344
C -1.54787 3.23274 0.70663
H 5.53386 -1.14899 -1.95106
H 6.02039 -0.59212 1.75796
H -3.98897 2.42126 0.27090
C -3.45950 1.59138 0.74380
C 7.68313 -2.26030 -0.77698
C 0.71283 2.44346 1.45827
C -4.93424 -2.11754 -0.80758
C 0.12633 -0.67928 -2.70103
O -1.57098 0.11987 -1.18177
C 6.47071 -1.65470 -0.07604
C 5.77393 -0.64869 -1.01074
H -2.06846 3.87164 -0.00813
H -1.36649 1.07214 2.41926
H 0.47812 -1.30340 -1.88341
C -1.94571 1.77157 0.46104
H -5.28105 -3.06514 -1.18815
O -4.24072 -3.28003 1.09729
C -4.60542 0.24783 -1.03232
H 0.23856 3.23080 -0.48737
N 3.24797 1.36379 0.67499
H -2.49972 -2.97820 2.18413
*
```

In elementary charge units, the natural (NBO) charges are: 0.212, 0.194, 0.154, 0.830, -0.075, 0.031, -0.425, 0.265, 0.200, -0.229, -0.621, 0.215, 0.199, 0.214, 0.215, 0.172, 0.207, 0.208, 0.199, 0.004, 0.659, 0.203, -0.637, 0.275, -0.410, -0.276, -0.189, 0.195, 0.216, 0.245, 0.209, -0.254, 0.409, 0.177, 0.212, 0.211, 0.309, -0.300, 0.203, -0.613, 0.210, -0.317, -0.385, 0.230, 0.215, 0.224, -0.401, -0.602, -0.238, -0.261, -0.637, -0.513, -0.199, -0.433, 0.230, 0.189, 0.234, -0.161, 0.221, -0.494, -0.251, 0.216, -0.275, 0.185


(2)
Below is one molecule with the formula C24H33N3O5S in a non-equilibrium geometry, with properties calculated with the ωB97M-V functional and the def2-TZVPD basis.

- energy relative to the best compared isomer or geometry (same formula, charge and spin) (eV) = 3.688
- SMILES = CCOc1ccccc1/C=C/c1onc(C)c1S(=O)(=O)N1CCC(C(=O)N(CC)CC)CC1

Structure (ORCA input):
```
! wB97M-V def2-TZVPD RIJCOSX def2/J DEFGRID3
* xyz 0 1
H 1.53572 -3.68017 0.31445
H -4.63640 3.71971 -1.18512
H -4.13176 -1.95247 3.36105
H -1.60346 -0.47804 -0.82566
H -1.08663 1.19081 2.08609
N 4.19911 0.84619 1.11974
H 6.14721 -0.82527 -0.24312
H -0.78224 -3.67102 0.87227
H -3.71825 0.78159 4.67415
O 3.04176 1.51379 0.85978
C -1.05841 -1.54506 0.96115
C 1.06212 1.25774 -0.54594
C -2.34073 -1.60275 1.79103
H -0.21359 1.56518 3.57592
H -0.08437 -2.94984 2.31944
O -0.85494 1.57152 -2.50138
H -4.49168 0.52680 3.10065
C -1.70173 3.50114 0.45126
C -1.40325 -1.50920 -0.53483
H -0.25684 -0.85709 3.35808
H -0.49474 0.37184 -5.56393
O 3.29127 -2.69493 -1.40962
C 2.33491 0.83562 -0.05738
C 5.34664 -1.19649 0.39521
H -0.45749 -0.66964 1.20353
O -3.33114 -2.16537 1.35935
C -3.00130 3.88190 0.19016
N -2.31208 -1.06973 3.03651
H -2.31011 -2.09362 -0.69801
H -1.97515 1.67171 3.52302
H -1.80623 2.12190 -4.25873
H -0.14671 -1.57919 -2.31974
H -3.53627 4.50683 0.88827
C 0.34678 2.26972 -0.02275
H -0.40810 -3.15815 -1.56117
H 5.00982 -2.15326 0.00521
C 1.12729 -2.68777 0.55103
N 0.98783 -1.88902 -0.64462
C -0.23253 -2.80741 1.24794
C -1.34104 1.24456 -3.79122
C -0.24858 -2.08956 -1.36313
C -3.49574 -1.22331 3.86681
H 5.73862 -1.30218 1.40324
H -1.22285 3.82598 1.36363
C -1.11460 1.11223 3.16933
C 3.04071 -0.30161 -0.40269
H 0.76014 2.80553 0.82397
H -1.30247 -0.39268 4.69659
H -3.19224 -1.63100 4.83713
O 2.05800 -1.01383 -2.72981
C -0.15029 0.78273 -4.61945
C -1.60032 2.28797 -1.63441
C -3.61379 3.44670 -0.97286
H 1.84870 -2.17367 1.19453
C -0.97937 2.68422 -0.42349
C -1.19193 -0.35076 3.60978
H 0.51146 1.62155 -4.81720
S 2.40023 -1.56887 -1.45258
H 0.42111 0.02766 -4.08463
C -2.91873 2.66446 -1.87710
H -3.41572 2.33939 -2.77732
H -5.21336 -0.14316 4.56580
H -2.09226 0.44631 -3.70949
C -4.27379 0.07340 4.06424
H 0.70535 0.66898 -1.37188
C 4.22060 -0.23492 0.38158
*
```

In elementary charge units, the natural (NBO) charges are: 0.205, 0.217, 0.244, 0.209, 0.215, -0.136, 0.237, 0.217, 0.196, -0.267, -0.314, -0.309, 0.705, 0.214, 0.220, -0.525, 0.215, -0.151, -0.402, 0.198, 0.214, -0.938, 0.355, -0.663, 0.221, -0.645, -0.251, -0.447, 0.245, 0.211, 0.177, 0.238, 0.217, -0.064, 0.184, 0.256, -0.223, -0.703, -0.397, -0.064, -0.230, -0.219, 0.234, 0.212, -0.623, -0.508, 0.207, 0.205, 0.184, -0.943, -0.629, 0.415, -0.172, 0.204, -0.195, -0.210, 0.214, 2.364, 0.239, -0.313, 0.221, 0.216, 0.175, -0.617, 0.261, 0.196


(3)
Below is one molecule with the formula C24H33N5O2 in a non-equilibrium geometry, with properties calculated with the ωB97M-V functional and the def2-TZVPD basis.

- energy relative to the best compared isomer or geometry (same formula, charge and spin) (eV) = 0.000
- SMILES = CC[C@H]1CCCCN1Cc1nc2c(c(=O)n(C)c(=O)n2C)n1CCCc1ccccc1

Structure (ORCA input):
```
! wB97M-V def2-TZVPD RIJCOSX def2/J DEFGRID3
* xyz 0 1
C 0.30337 2.77865 0.95982
C -1.86168 -0.24232 -1.22156
N -3.09351 -0.42616 -1.76535
H 1.61857 -0.86663 -2.10595
H 0.93624 -2.30033 0.35241
H 2.97584 -3.32473 0.88172
C 2.52212 -1.21086 -1.59781
H 2.84067 -2.90133 -2.89495
H -5.07406 -0.12313 1.05428
C 5.02855 -0.71249 2.55723
C -0.31170 2.09806 2.18930
C -3.96098 3.05316 -2.54776
C -3.92898 1.68357 1.14108
H -0.44086 2.85806 2.96528
N -3.20495 1.90009 -2.08696
H -3.42418 3.53970 -3.36219
C -1.65181 1.47197 1.90712
H 4.83458 -2.76102 -1.47530
C 3.93120 -3.20815 -1.05175
O -1.52906 3.33683 -1.54114
C -1.94258 2.19151 -1.56332
H -3.62201 -2.20753 -0.83774
H -4.73571 2.30144 0.77447
H 1.75213 1.28290 0.30214
H 1.82028 -3.24846 -1.50006
H 1.12439 3.42381 1.27833
H 5.63777 -0.02825 1.97119
C 2.71337 -2.71339 -1.82791
H 3.02440 -1.47408 2.60461
H 3.37597 -0.66737 -2.01533
H -0.44373 3.40557 0.47363
C -3.82355 0.66174 -2.18515
H 4.99263 -0.34787 3.58115
C 3.61490 -1.29010 0.52862
N -0.07546 0.79415 -0.47336
H -3.09249 -2.36905 -2.52290
C -4.12244 0.32190 1.30417
C 1.15071 -1.22331 0.39957
H -4.69229 -1.65992 -2.16587
H -4.06880 3.76557 -1.73006
H 4.45230 -0.79878 0.01412
H -3.23474 -1.51895 1.94407
C -2.70629 2.25318 1.44418
C 0.87138 1.80411 -0.07673
N 2.42453 -0.84055 -0.19371
H 4.72411 -3.09798 0.95104
C -3.09200 -0.45844 1.79670
C -1.86914 0.11502 2.10042
C 3.61927 -0.80231 1.98198
C -1.28315 1.01155 -1.10038
C -3.66277 -1.75352 -1.82687
C 0.01071 -0.53802 -0.27203
N -1.04718 -1.19370 -0.72079
H -2.56667 3.31692 1.31663
H -1.07390 -0.50689 2.48699
H 1.15617 2.37663 -0.96511
C 3.81840 -2.80744 0.41781
H 5.51243 -1.68570 2.56165
H -4.93437 2.70925 -2.88633
H 1.16583 -0.92768 1.45160
H 4.02105 -4.29283 -1.14146
H 3.16672 0.19147 2.01612
H 0.37669 1.34275 2.57630
O -4.94628 0.53973 -2.62992
*
```

In elementary charge units, the natural (NBO) charges are: -0.411, 0.423, -0.433, 0.205, 0.207, 0.196, -0.217, 0.214, 0.218, -0.603, -0.449, -0.416, -0.213, 0.223, -0.457, 0.212, 0.093, 0.193, -0.396, -0.630, 0.667, 0.211, 0.216, 0.241, 0.200, 0.213, 0.203, -0.423, 0.196, 0.194, 0.238, 0.805, 0.213, -0.035, -0.335, 0.207, -0.236, -0.301, 0.248, 0.209, 0.192, 0.214, -0.251, -0.226, -0.458, 0.212, -0.197, -0.260, -0.394, -0.111, -0.412, 0.493, -0.543, 0.217, 0.205, 0.220, -0.424, 0.203, 0.246, 0.220, 0.210, 0.203, 0.199, -0.646


(4)
Below is one molecule with the formula C24H33N5O4 in a non-equilibrium geometry, with properties calculated with the ωB97M-V functional and the def2-TZVPD basis.

- energy relative to the best compared isomer or geometry (same formula, charge and spin) (eV) = 3.126
- SMILES = CCOc1ccc(CC(=O)N2CCN(c3ccc(N4CCOCC4)nn3)CC2)cc1OCC

Structure (ORCA input):
```
! wB97M-V def2-TZVPD RIJCOSX def2/J DEFGRID3
* xyz 0 1
O 5.20033 -1.24920 0.36477
C 0.13567 1.12969 2.08289
C -1.91772 1.43126 0.89943
H -2.25091 -0.59464 -3.48186
H -0.57987 -1.12079 -3.75402
H 2.67810 0.42843 2.11668
N -1.24842 1.98827 -0.10535
H -2.00736 -4.73383 2.39438
H -3.21133 2.72212 -0.81772
C -1.21904 0.95637 2.03603
H 2.45919 0.83172 -1.44768
C -1.85510 -2.68584 1.75361
H -1.22561 -2.37532 2.59762
C 1.15333 -1.22002 -1.68306
C 4.39071 1.23186 1.10952
C -4.14182 0.48566 1.45720
C 3.05266 1.41906 1.83675
C -3.91827 2.04687 -0.33915
H 0.70114 0.81405 2.94593
C -0.80083 0.97329 -3.18624
H 5.02472 0.53689 1.66244
O -1.27386 -1.00871 -1.80524
N 4.12112 0.64283 -0.18440
H -2.37501 -4.47611 0.68215
C 2.65459 2.59004 -0.26482
H 3.87038 1.82836 -1.89715
H 4.16525 -2.35612 -1.62246
H 4.92448 2.17850 0.99737
C 0.76247 1.75677 0.98084
N 2.09605 2.07784 0.96435
C -4.36236 0.94865 -1.30855
H -5.02613 1.00932 1.84083
N 0.04452 2.13734 -0.06889
H -1.07225 1.38643 -4.15386
H -1.73717 0.49719 2.86383
H -4.79761 2.60304 0.00569
H -1.29859 1.53346 -2.39834
H -5.30554 -1.25805 0.86599
O -5.23617 0.04228 -0.66664
H 3.67953 -0.84604 -2.41975
C 2.10080 -2.08898 0.33219
C 0.83158 -2.21446 0.87304
C -4.58498 -0.56519 0.42624
O -1.57623 -1.91048 0.60626
C 2.27530 -1.58922 -0.94590
C 3.67538 -1.39130 -1.47732
C -1.22224 -0.49279 -3.12233
C -1.72243 -4.18471 1.50114
H 1.29225 -0.85844 -2.69020
H 0.26936 1.09252 -3.04304
C 3.27771 1.43885 -1.05946
H -3.63445 -0.00392 2.28554
H 0.73491 -2.60536 1.87337
H -3.70060 -1.11313 0.07143
H -3.47660 0.41084 -1.67032
H 1.84068 3.03445 -0.83710
C -0.12396 -1.33129 -1.15685
H -2.89419 -2.44535 1.99624
C 4.42904 -0.66372 -0.37276
H 3.39238 3.36133 -0.02936
H 2.95923 -2.38517 0.91522
H -4.91651 1.36764 -2.14985
N -3.28300 1.46248 0.82615
H -0.70064 -4.44462 1.23596
C -0.28749 -1.84066 0.15095
H 3.20327 2.00888 2.75098
*
```

In elementary charge units, the natural (NBO) charges are: -0.640, -0.230, 0.336, 0.193, 0.170, 0.200, -0.290, 0.215, 0.248, -0.222, 0.218, -0.058, 0.167, -0.322, -0.237, -0.234, -0.215, -0.256, 0.221, -0.653, 0.259, -0.505, -0.453, 0.218, -0.240, 0.192, 0.248, 0.194, 0.330, -0.425, -0.078, 0.199, -0.285, 0.211, 0.215, 0.193, 0.249, 0.187, -0.529, 0.224, -0.239, -0.274, -0.098, -0.508, -0.008, -0.522, -0.065, -0.640, 0.219, 0.204, -0.224, 0.202, 0.217, 0.195, 0.174, 0.266, 0.347, 0.188, 0.709, 0.191, 0.232, 0.190, -0.424, 0.217, 0.245, 0.192